The molecule C9H19N5O4, computed with ωB97M-V/def2-TZVPD.

XYZ file:
```
37
Properties=species:S:1:pos:R:3:mulliken_charge:R:1
O -3.89 1.98 0.20 -0.57
O -2.23 -0.11 0.55 -0.80
O -0.43 -3.86 -0.33 -0.56
O -1.12 -2.47 -2.01 -0.59
N 3.30 -0.34 -0.29 -0.32
N 1.88 0.86 1.17 -0.14
N 2.00 1.32 -1.10 -0.91
N -0.97 1.94 -2.09 -0.67
N -0.36 -0.28 -0.67 -0.59
C 0.11 -1.64 1.51 -0.89
C 0.07 -1.54 -0.10 0.43
C 2.05 -0.04 2.31 -0.97
C 2.41 0.65 -0.10 0.46
C -3.21 1.85 -1.01 -0.75
C -0.54 -2.75 -0.76 0.15
C -1.44 0.42 -0.20 0.46
C -1.71 1.77 -0.84 0.47
C 1.51 -1.56 2.16 -0.55
H 1.20 1.95 -0.92 0.28
H -1.44 2.58 -0.16 0.21
H -1.36 -1.53 -2.03 0.36
H -3.65 1.21 0.72 0.39
H -1.38 1.31 -2.83 0.23
H -3.51 2.76 -1.62 0.33
H -3.56 1.03 -1.67 0.31
H 3.85 -0.29 -1.17 0.30
H 3.14 -0.15 2.48 0.38
H 0.95 1.25 1.12 0.26
H -1.20 2.87 -2.47 0.32
H 2.25 -2.02 1.51 0.28
H -0.59 -0.93 1.88 0.43
H -0.40 -2.58 1.72 0.45
H 0.20 0.19 -1.42 0.52
H 1.58 0.49 3.24 0.36
H 3.80 -0.65 0.53 0.22
H 1.54 -2.06 3.13 0.42
H 1.14 -1.64 -0.43 0.28
```

Summary:
* E_tot: -929.09972 Ha
* frontier orbital gap: 9.494 eV
* energy above the lowest of the compared OMol25 structures with the same formula, charge and spin: 82.3 kJ/mol
* LUMO energy: 0.5145 eV
* SMILES: [H]/N=C(/N)NCCC[C@H](NC(=O)[C@@H](N)CO)C(=O)O
* 2S+1: 1

---

A cluster of 2 separate species, C5H13N2 in total, computed with ωB97M-V/def2-TZVPD.

XYZ file:
```
20
Properties=species:S:1:pos:R:3:lowdin_spin:R:1
N -0.28 0.76 2.94 0.01
N 1.98 0.04 0.05 0.22
C -0.35 -1.28 -2.35 0.04
C 0.98 0.78 0.87 0.11
C -0.70 -0.12 -1.82 0.03
C -1.92 0.06 -0.96 0.00
C 0.72 0.33 2.10 0.08
H 2.75 0.64 -0.30 0.15
H -2.71 -0.65 -1.25 0.00
H -2.35 1.06 -1.04 0.00
H 1.50 -0.41 -0.76 0.08
H -0.10 0.76 -2.01 0.02
H -0.97 -2.15 -2.25 0.00
H 2.39 -0.77 0.60 0.17
H 0.50 -1.36 -3.01 0.02
H 0.40 1.50 0.31 0.02
H -0.47 0.16 3.72 0.00
H -1.08 1.22 2.53 0.00
H 1.39 -0.39 2.53 0.04
H -1.69 -0.17 0.09 0.00
```

Summary:
* E_tot: -307.64307 Ha
* frontier orbital gap (alpha / beta): 4.000 / 9.741 eV
* energy above the lowest of the compared OMol25 structures with the same formula, charge and spin: 278.6 kJ/mol
* LUMO energy (alpha / beta): 0.7426 / 0.6917 eV
* 2S+1: 2

---

A structure of composition C31H45Cl2MnN2OP, computed with ωB97M-V/def2-TZVPD.

XYZ file:
```
83
Properties=species:S:1:pos:R:3:lowdin_spin:R:1
Mn 0.00 0.00 0.00 2.39
Cl -2.04 0.68 1.08 0.01
Cl 2.10 -1.01 -0.63 0.00
P -1.15 -1.96 -0.70 -0.03
O 2.34 4.34 4.95 0.09
N 3.19 5.52 3.28 0.02
N 0.69 1.51 1.18 0.21
C -1.85 2.59 -1.64 0.08
C 1.18 2.35 3.37 0.06
C -4.76 -0.30 -2.08 0.00
C 0.23 -4.23 -4.66 0.00
C -0.89 3.52 -4.10 -0.01
C -2.48 3.65 -2.28 -0.01
C 1.34 2.57 0.62 0.10
C -5.52 -1.55 -2.52 0.00
C 1.92 3.55 1.42 0.07
C 0.00 0.85 -1.64 0.34
C -2.00 4.12 -3.51 0.10
C -1.17 -3.22 0.68 -0.01
C -0.72 1.97 -2.22 0.03
C -0.54 -4.36 -2.24 0.00
C -0.53 -2.15 -3.44 0.01
C 0.27 -3.58 1.09 0.00
C -1.99 -2.78 1.91 0.00
C 0.62 1.38 2.53 0.09
C 0.40 -4.94 -3.31 0.00
C -0.26 2.46 -3.46 0.08
C 0.28 -4.66 2.17 0.00
C 1.85 3.46 2.82 0.21
C 0.42 -2.71 -4.50 0.00
C -3.25 -0.56 -2.02 0.00
C 2.47 4.47 3.74 0.08
C -5.21 -2.74 -1.61 0.00
C -0.55 -4.25 3.39 0.00
C -0.30 -2.85 -2.09 0.00
C -1.98 -3.88 2.98 0.00
C -2.95 -1.74 -1.08 0.00
C -3.70 -3.01 -1.53 0.00
H -4.96 0.54 -2.77 0.00
H 0.61 1.98 -3.92 0.00
H -0.36 -4.88 -1.29 0.00
H 1.32 -4.88 2.46 0.00
H -2.50 4.95 -4.00 0.01
H -0.51 3.89 -5.05 0.00
H 3.61 6.19 3.95 0.00
H 0.73 0.43 -2.35 0.02
H -3.35 4.11 -1.83 0.00
H -0.12 -5.59 1.75 0.00
H -2.49 -4.77 2.58 0.00
H -1.65 -4.12 0.26 0.00
H 0.86 -3.88 0.22 0.00
H 2.43 4.36 0.92 0.00
H -3.34 -1.44 -0.10 0.00
H -2.21 2.21 -0.69 0.00
H 1.10 2.21 4.44 0.00
H 3.36 5.69 2.28 0.00
H 1.46 -2.50 -4.20 0.00
H -6.60 -1.36 -2.53 0.00
H -2.55 -3.54 3.85 0.00
H -5.24 -1.81 -3.55 0.00
H 0.76 -2.67 1.47 0.00
H -2.87 -0.77 -3.03 0.00
H -0.56 -5.06 4.13 0.00
H 0.14 0.51 2.97 0.01
H -5.58 -2.53 -0.59 0.00
H -5.73 -3.64 -1.95 0.00
H -0.08 -3.38 3.87 0.00
H 1.44 2.65 -0.45 0.01
H -3.50 -3.85 -0.86 0.00
H -1.57 -2.31 -3.77 0.00
H 0.75 -2.70 -1.83 0.00
H -1.57 -1.85 2.31 0.00
H 1.43 -4.82 -2.96 0.00
H -3.34 -3.31 -2.53 0.00
H -3.02 -2.56 1.62 0.00
H -5.10 0.01 -1.09 0.00
H -2.72 0.32 -1.65 0.00
H 0.21 -6.02 -3.42 0.00
H 0.94 -4.63 -5.39 0.00
H 0.25 -2.21 -5.46 0.00
H -1.58 -4.56 -2.52 0.00
H -0.78 -4.43 -5.05 0.00
H -0.39 -1.07 -3.34 0.01
```

Summary:
* E_tot: -3805.83757 Ha
* frontier orbital gap (alpha / beta): 3.714 / 7.900 eV
* LUMO energy (alpha / beta): 2.0619 / 2.4083 eV
* 2S+1: 5
* charge: -1

---

A structure of composition C5H11O2Sm, computed with ωB97M-V/def2-TZVPD.

XYZ file:
```
19
Properties=species:S:1:pos:R:3:lowdin_spin:R:1
Sm 2.89 2.28 0.43 5.17
O 0.13 0.31 0.45 -0.01
O 3.17 0.22 0.21 -0.07
C 0.89 -0.59 -0.32 0.00
C 0.41 1.78 0.36 -0.07
C -1.48 -0.48 0.51 -0.01
C -2.38 -0.26 -0.69 0.00
C 2.30 -0.84 0.14 0.00
H -0.18 -1.43 -0.26 0.00
H -1.84 0.10 1.36 0.00
H -0.11 2.10 -0.55 0.00
H 2.19 -1.36 1.12 0.00
H -2.01 0.56 -1.32 0.00
H -1.51 -1.50 0.91 0.00
H -3.38 0.01 -0.33 0.00
H -2.47 -1.17 -1.30 0.00
H 2.66 -1.62 -0.57 0.00
H 0.84 -0.31 -1.38 0.00
H -0.13 2.17 1.23 0.00
```

Summary:
* E_tot: -1004.71188 Ha
* frontier orbital gap (alpha / beta): 7.195 / 8.823 eV
* LUMO energy (alpha / beta): -10.5846 / -8.9096 eV
* 2S+1: 6
* charge: +2

---

A structure of composition C36H46FN4O7P2ReS2, computed with ωB97M-V/def2-TZVPD.

XYZ file:
```
99
Properties=species:S:1:pos:R:3:lowdin_spin:R:1
Re 0.53 0.32 -0.31 2.40
S -2.92 -0.94 -1.29 0.01
S -0.91 1.36 -1.84 0.05
P 1.59 -4.42 1.66 0.00
P -1.01 -2.77 2.06 0.00
F -1.48 0.61 0.94 0.02
O 0.53 -3.47 3.94 0.00
O 2.52 -4.73 2.84 0.00
O -2.17 -2.50 3.14 0.00
O -0.34 -1.48 1.72 0.03
O -1.81 -3.37 0.83 0.00
O 1.12 -5.93 1.05 0.00
O 1.96 -1.05 0.79 0.01
N 0.92 1.65 1.25 0.09
N -2.47 3.22 -4.33 0.00
N -5.54 0.17 -3.74 0.00
N 1.80 -0.22 -1.75 0.10
C 3.51 4.32 1.44 0.00
C 3.60 0.17 -3.41 0.02
C 1.03 4.22 -0.96 0.00
C -0.01 -4.09 2.75 0.00
C 3.23 1.62 2.08 0.00
C 2.57 -2.58 -2.17 0.01
C -1.02 3.04 4.15 0.00
C 3.22 -0.83 1.46 0.00
C 4.45 2.28 2.27 0.00
C -4.50 0.55 -3.44 0.00
C 2.18 2.32 1.47 0.01
C 4.15 2.62 -2.25 0.00
C 3.16 1.80 -1.73 0.03
C 0.05 2.78 3.31 0.01
C 1.17 4.50 0.54 0.00
C -2.28 2.49 3.91 0.02
C 4.87 2.20 -3.37 0.02
C 4.59 0.97 -3.95 0.00
C -2.79 2.27 -3.76 0.00
C 2.84 0.56 -2.30 0.01
C -3.22 1.09 -3.07 0.01
C 3.15 0.19 2.59 0.00
C -2.44 0.47 -2.09 0.02
C 1.43 -1.55 -2.32 0.01
C 0.87 -1.40 -3.75 0.00
C 4.59 3.62 1.96 0.00
C 2.00 -0.10 3.57 0.00
C -1.35 1.44 2.01 0.01
C 4.46 3.97 -1.65 0.00
C 0.27 -2.12 -1.52 0.03
C -0.80 -5.35 3.06 0.00
C 1.29 6.00 0.75 0.00
C -2.44 1.66 2.81 0.00
C 2.31 3.69 1.16 0.00
C 5.37 0.48 -5.15 0.00
C -0.10 1.97 2.17 0.00
H 5.63 2.84 -3.79 0.00
H 0.20 4.79 -1.38 0.00
H -1.42 -5.20 3.95 0.00
H 2.12 6.43 0.18 0.00
H 0.68 -5.81 0.19 0.00
H 1.44 6.25 1.81 0.00
H -0.62 -1.47 -1.52 0.01
H 0.84 3.18 -1.16 0.00
H -1.45 -5.63 2.23 0.00
H 4.07 0.03 3.16 0.00
H 1.54 -0.90 -4.44 0.00
H -0.87 3.69 5.00 0.00
H 5.53 4.19 -1.73 0.00
H 1.02 3.21 3.53 0.00
H 2.75 -2.76 -1.11 0.00
H 3.63 5.37 1.22 0.00
H 1.30 -1.44 1.42 0.00
H 3.91 -0.49 0.70 0.00
H 1.97 0.66 4.35 0.00
H 0.64 -2.40 -4.14 0.00
H -3.11 2.70 4.57 0.00
H 3.56 -1.79 1.84 0.00
H 3.44 -0.78 -3.89 0.00
H 5.28 1.74 2.70 0.00
H 4.69 0.19 -5.95 0.00
H 1.94 4.51 -1.50 0.00
H 0.58 -2.38 -0.49 0.01
H -3.38 1.17 2.58 0.00
H 3.51 -2.28 -2.62 0.00
H 4.18 4.01 -0.60 0.00
H -2.11 -2.67 0.21 0.00
H 5.54 4.12 2.13 0.00
H 6.03 1.26 -5.53 0.00
H 1.43 -3.85 3.99 0.00
H 5.97 -0.39 -4.89 0.00
H 3.92 4.76 -2.18 0.00
H -0.11 -6.17 3.24 0.00
H 0.38 6.49 0.41 0.00
H -0.06 -0.83 -3.71 0.00
H -1.80 -2.08 3.94 0.00
H 1.03 -0.12 3.09 0.00
H 2.26 -3.52 -2.63 0.00
H 0.24 4.19 1.02 0.00
H -0.06 -3.05 -1.98 0.00
H 2.16 -1.07 4.04 0.00
H 2.63 2.13 -0.83 0.01
```

Summary:
* E_tot: -3802.52388 Ha
* frontier orbital gap (alpha / beta): 5.784 / 5.244 eV
* LUMO energy (alpha / beta): 0.9275 / 0.3898 eV
* 2S+1: 4
* charge: -1

---

A cluster of 2 separate species, C11H24FN2O3 in total, computed with ωB97M-V/def2-TZVPD.

XYZ file:
```
41
Properties=species:S:1:pos:R:3:mulliken_charge:R:1
F 2.15 -2.77 -0.36 -0.35
O -1.16 3.12 -1.66 -0.60
O 0.00 -0.70 -0.57 -0.36
O -3.30 2.87 -2.27 -0.34
N 1.08 -0.76 2.20 -0.16
N 3.22 1.03 2.85 -0.59
C -4.34 2.23 -3.02 -0.39
C -4.98 1.11 -2.22 -0.87
C -2.03 2.43 -2.19 0.71
C -0.17 -1.55 1.82 -0.61
C -1.70 1.05 -2.69 -0.63
C 2.06 -0.56 1.06 0.50
C 3.21 0.61 1.39 -0.58
C 2.89 -1.89 0.60 -0.01
C -0.92 -0.76 0.58 -0.44
C 3.39 -2.86 1.83 -1.13
C 1.23 0.04 -0.26 -1.04
H -5.10 3.00 -3.23 0.30
H -2.37 0.70 -3.48 0.34
H -0.91 -1.45 2.75 0.39
H 3.49 0.26 3.49 0.27
H 3.88 -1.56 0.02 0.43
H 0.03 -2.69 1.62 0.36
H -5.81 0.66 -2.78 0.35
H -1.95 -1.30 0.30 0.36
H 2.96 1.58 0.74 0.33
H -3.98 1.89 -4.00 0.36
H -1.73 0.35 -1.86 -0.01
H -4.26 0.33 -1.98 0.21
H 1.99 0.09 -1.18 0.30
H -0.70 1.07 -3.12 0.28
H -1.19 0.36 0.85 0.33
H 2.34 1.51 3.14 0.28
H 2.64 -2.95 2.73 0.28
H 4.29 0.28 1.10 0.31
H 3.48 -3.96 1.37 0.37
H 1.53 -1.12 3.10 0.50
H 0.72 0.21 2.46 0.47
H 4.48 -2.54 2.12 0.29
H 0.90 1.15 0.04 0.47
H -5.37 1.50 -1.27 0.30
```

Summary:
* E_tot: -868.24372 Ha
* frontier orbital gap: 9.054 eV
* energy above the lowest of the compared OMol25 structures with the same formula, charge and spin: 351.1 kJ/mol
* LUMO energy: -3.3746 eV
* 2S+1: 1
* charge: +1

---

> E_tot of number 6 (C11H24FN2O3)?

-868.24372 Ha

---

> E_tot of number 2 (C5H13N2)?

-307.64307 Ha

---

> Which value of E_tot does entry 1 give?

-929.09972 Ha

---

> Which value of E_tot does entry 5 give?

-3802.52388 Ha